one:
ORCA calculation (ωB97M-V with the def2-TZVPD basis set) on a molecular structure, H30O19S.

Output
- HOMO level (Eh) = -0.1045

```
! wB97M-V def2-TZVPD RIJCOSX def2/J DEFGRID3
* xyz -2 1
S 0.08413 -0.17652 -0.24543
O -1.20018 0.01079 -0.95301
O -0.06187 0.55762 1.01010
O 0.35570 -1.55424 -0.04851
O 1.08473 0.48677 -1.08109
O 0.69609 3.21916 3.24545
H 0.74076 2.88965 2.31855
H 0.34138 2.36652 3.62269
O 0.62796 2.58920 0.59591
H 1.37656 2.47108 -0.02709
H 0.27572 1.73297 0.63205
O 2.30379 2.44656 -1.56974
H 1.84276 2.59409 -2.28420
H 1.94990 1.50936 -1.48440
O -2.20757 0.51663 1.99148
H -2.48831 0.09564 1.21468
H -1.25965 0.52338 1.70889
O 0.30678 -3.39119 -1.68739
H 1.05913 -3.43991 -2.37227
H 0.36255 -2.64988 -1.11037
O -0.78807 -1.57240 3.36876
H -0.56342 -2.22255 2.78994
H -1.20409 -0.74496 3.09325
O 2.87241 -2.49653 0.11259
H 1.91329 -2.16524 0.10922
H 3.22767 -2.30048 1.02466
O 1.26717 0.58607 -3.59436
H 1.22372 0.49402 -2.72317
H 0.28550 0.60071 -3.98615
O -2.55892 3.35292 0.09054
H -3.48616 3.10090 0.14089
H -2.23681 2.48158 -0.28927
O -2.01219 1.74404 -1.39345
H -1.52851 0.82175 -1.07305
H -2.83940 1.64018 -1.86067
O -0.25547 -3.16958 1.69601
H 0.09156 -4.15902 1.59078
H 0.00881 -2.63248 0.91729
O -3.01521 -0.43748 0.37433
H -2.12450 -0.42615 -0.09976
H -3.27938 -1.36006 0.28135
O 3.83104 0.04487 -1.33001
H 3.80256 -1.01142 -1.35337
H 2.83014 0.20515 -1.23409
O 1.99109 0.36556 2.40358
H 2.40912 -0.47646 2.53855
H 1.39156 0.16145 1.72934
O -2.48181 -1.09173 -2.68761
H -1.68464 -0.89029 -2.04503
H -3.27744 -1.24003 -2.06735
*
```

two:
ORCA calculation (ωB97M-V with the def2-TZVPD basis set) on 16 unconnected molecules or ions with the total composition H30O19S.

Output
- HOMO level (Eh) = -0.1500

```
! wB97M-V def2-TZVPD RIJCOSX def2/J DEFGRID3
* xyz -2 1
S 0.07145 -0.22916 0.33518
O 0.53256 -0.51292 -1.00771
O 0.99210 -0.76033 1.33300
O 0.09344 1.21000 0.42424
O -1.24210 -0.74510 0.56610
O 2.75848 0.07533 -1.94967
H 1.89760 -0.14072 -1.63792
H 2.92100 0.99332 -1.93619
O -0.61284 2.91439 -1.28752
H -0.34878 2.54421 -2.06555
H -0.27321 2.29613 -0.60003
O -3.64444 -1.12106 0.03981
H -3.70583 -0.50316 -0.70095
H -2.70817 -0.93784 0.25754
O 2.65723 -2.57802 0.70317
H 2.29396 -2.70356 -0.17491
H 2.04328 -1.91926 1.07052
O 3.20776 -0.02926 2.12121
H 2.29433 -0.28992 1.85814
H 3.47034 -0.71633 2.70794
O 1.19762 -2.92072 -1.51315
H 0.88415 -2.01837 -1.25211
H 0.39953 -3.30759 -1.84206
O 0.24454 2.21040 3.00172
H 1.14004 2.29932 3.34714
H 0.32798 1.91967 2.10562
O 0.63599 1.76860 -3.43175
H 1.34232 1.23504 -3.10981
H 0.08269 1.26534 -4.01701
O -1.31163 -3.24683 0.35006
H -1.38822 -2.30517 0.34965
H -1.60920 -3.54633 -0.51412
O -0.74349 -1.27859 -2.96547
H -0.17211 -0.91480 -2.26739
H -0.13853 -1.30774 -3.66788
O 0.66534 -1.39896 3.58505
H 0.80605 -1.00331 2.66673
H 1.21291 -0.84171 4.08397
O -2.46105 0.62327 -2.15533
H -1.84523 -0.02016 -2.35198
H -2.01072 1.43440 -2.15683
O -2.88393 0.07891 2.58454
H -2.50803 -0.36509 1.88050
H -2.70361 -0.45192 3.35606
O -2.51790 2.50279 0.75410
H -2.18758 1.58697 0.88151
H -2.21042 2.65668 -0.14458
O 2.06572 2.76893 0.70523
H 1.72658 3.55077 1.13889
H 1.26202 2.17947 0.54228
*
```

Which of them is the most stable? Correct choice: two.